{"formula": "C5H9IN3", "method": "ωB97M-V/def2-TZVPD", "elements": ["I", "N", "N", "N", "C", "C", "C", "C", "C", "H", "H", "H", "H", "H", "H", "H", "H", "H"], "positions_angstrom": [[2.025, -0.523, 2.504], [-0.549, 0.187, -0.804], [-0.744, 0.623, 1.435], [0.996, -0.728, 0.713], [-1.852, 1.541, 1.273], [0.086, 0.007, -1.982], [0.587, -0.081, -3.066], [1.598, -1.626, -0.257], [-0.077, 0.030, 0.446], [-1.619, 2.309, 0.533], [-2.026, 2.037, 2.224], [1.039, -0.185, -4.008], [-1.468, 0.609, -0.891], [0.831, -2.037, -0.911], [-0.479, 0.391, 2.382], [-2.771, 1.020, 0.991], [2.066, -2.452, 0.276], [2.357, -1.122, -0.858]], "mulliken_charge": [0.261, -0.220, -0.123, -0.453, -1.068, -0.104, -0.273, -0.948, 0.951, 0.396, 0.322, 0.444, 0.246, 0.442, 0.114, 0.362, 0.285, 0.366], "homo_ev": -13.3, "e_above_lowest_ev": 2.3008, "total_charge": 1, "smiles": "C#C/[NH+]=C(/NC)N(C)I", "orbital_gap_ev": 8.6, "energy_ev": -17892.95408}


{"formula": "C57H82Br6NO23S4", "method": "ωB97M-V/def2-TZVPD", "elements": ["Br", "Br", "Br", "Br", "Br", "Br", "S", "S", "S", "S", "O", "O", "O", "O", "O", "O", "O", "O", "O", "O", "O", "O", "O", "O", "O", "O", "O", "O", "O", "O", "O", "O", "O", "N", "C", "C", "C", "C", "C", "C", "C", "C", "C", "C", "C", "C", "C", "C", "C", "C", "C", "C", "C", "C", "C", "C", "C", "C", "C", "C", "C", "C", "C", "C", "C", "C", "C", "C", "C", "C", "C", "C", "C", "C", "C", "C", "C", "C", "C", "C", "C", "C", "C", "C", "C", "C", "C", "C", "C", "C", "C", "H", "H", "H", "H", "H", "H", "H", "H", "H", "H", "H", "H", "H", "H", "H", "H", "H", "H", "H", "H", "H", "H", "H", "H", "H", "H", "H", "H", "H", "H", "H", "H", "H", "H", "H", "H", "H", "H", "H", "H", "H", "H", "H", "H", "H", "H", "H", "H", "H", "H", "H", "H", "H", "H", "H", "H", "H", "H", "H", "H", "H", "H", "H", "H", "H", "H", "H", "H", "H", "H", "H", "H", "H", "H", "H", "H", "H", "H", "H", "H", "H", "H"], "positions_angstrom": [[-3.295, 0.678, -5.500], [-13.262, -7.013, -1.556], [-10.724, -9.253, -13.722], [-4.424, -1.356, -3.178], [-17.426, -8.675, -0.387], [-10.459, -8.222, -9.108], [-11.100, 8.215, 5.344], [-7.291, -3.479, 3.275], [-13.670, 5.186, -15.985], [-19.168, 3.043, -5.262], [-12.063, 8.497, -2.939], [-4.595, 9.980, -9.679], [-7.438, 5.495, -8.465], [-18.777, 3.952, -6.304], [-14.792, 4.919, -15.048], [-15.318, 12.965, -11.962], [-12.943, 2.395, -6.642], [-5.342, 11.233, 0.410], [-18.248, 2.541, -4.212], [-19.761, -3.786, 2.678], [-19.897, 1.665, -6.008], [-6.708, -4.477, 2.394], [-8.755, -3.249, 3.474], [-15.022, -1.761, 1.089], [-13.862, 8.968, -8.668], [-10.466, 9.304, 4.590], [-6.698, -3.937, 4.825], [-12.867, 6.441, -15.321], [-12.383, 8.502, 6.046], [-6.174, 6.646, -2.209], [-11.240, 6.853, 4.346], [-12.754, 4.118, -16.387], [-16.041, 12.124, -1.804], [-12.338, 1.163, -7.112], [-16.119, -2.208, 1.421], [-21.066, 0.535, -7.917], [-10.472, 5.239, 2.785], [-20.624, 1.862, -7.221], [-15.335, 9.870, -2.659], [-5.526, 10.177, -0.167], [-5.511, 7.697, -0.291], [-14.337, 6.000, -17.569], [-11.223, -9.170, -11.806], [-5.403, -4.543, 4.841], [-11.283, -1.322, -8.036], [-13.982, 11.268, -9.013], [-14.367, 12.321, -9.845], [-6.806, 6.489, -8.804], [-5.243, 8.992, -9.436], [-6.469, -1.865, 3.132], [-17.567, -3.113, 3.149], [-6.115, 8.983, -2.233], [-14.348, 9.008, -3.043], [-15.173, 11.317, -2.175], [-12.767, 0.706, -8.475], [-16.304, -2.778, 2.765], [-11.605, 6.765, -15.772], [-14.943, 10.662, -11.567], [-20.730, 3.538, -4.482], [-14.139, 0.036, -8.486], [-14.884, 12.107, -11.186], [-12.737, -0.647, -5.247], [-3.721, 0.428, -2.631], [-15.636, -8.047, -0.302], [-18.495, -2.753, 0.945], [-10.884, 1.110, -4.995], [-5.995, 7.676, -1.636], [-7.389, 7.822, -9.016], [-11.700, 0.228, -6.023], [-14.724, 9.614, -10.749], [-4.623, -4.469, 6.157], [-10.800, 7.225, -14.588], [-17.291, -2.261, 0.562], [-12.946, 9.342, -2.855], [-4.698, 7.662, -9.374], [-5.900, 10.121, -1.546], [-14.258, 9.904, -9.348], [-5.394, 6.494, -9.052], [-12.750, 10.712, -2.377], [-2.669, 0.943, -3.658], [-10.100, 6.486, 3.540], [-5.224, 8.817, 0.413], [-15.306, -7.127, -1.481], [-6.686, 8.916, -9.259], [-9.905, 7.671, 6.589], [-11.589, -0.190, -8.964], [-18.722, -3.269, 2.298], [-10.729, -0.725, -6.749], [-12.628, 2.015, -9.338], [-13.741, 11.628, -2.131], [-10.288, -8.191, -11.060], [-9.628, 8.594, 7.100], [-8.462, 7.834, -8.889], [-15.642, -7.388, -2.484], [-6.896, -1.239, 3.916], [-12.218, -8.726, -11.808], [-4.947, 5.521, -9.191], [-11.301, 5.493, 2.124], [-9.766, -0.288, -7.013], [-17.653, -3.519, 4.146], [-5.388, 6.697, 0.097], [-2.433, 1.984, -3.437], [-4.578, 1.101, -2.632], [-17.154, -1.805, -0.408], [-4.741, -3.445, 6.512], [-11.713, 11.014, -2.375], [-11.427, 1.900, -4.475], [-1.821, 0.328, -3.358], [-21.272, 4.182, -5.175], [-10.678, 0.384, -9.136], [-14.179, -0.990, -8.120], [-12.297, -1.342, -4.532], [-12.226, -1.849, -7.890], [-5.966, 11.072, -2.054], [-20.022, 2.425, -7.935], [-21.874, 0.812, -8.595], [-13.589, 11.574, -8.055], [-10.359, -1.465, -6.039], [-19.380, -2.661, 0.333], [-13.463, 6.400, -18.083], [-9.767, 7.498, -14.804], [-15.157, 10.356, -12.581], [-9.888, 1.502, -5.200], [-4.889, -5.187, 6.934], [-6.381, 9.109, -3.272], [-14.909, 5.205, -18.047], [-4.823, 8.644, 1.401], [-7.274, 9.752, -9.611], [-10.516, -7.156, -11.317], [-15.780, -6.146, -1.448], [-9.183, 6.264, 4.086], [-14.028, 13.287, -9.500], [-5.334, -5.523, 4.369], [-12.770, 1.634, -10.350], [-15.055, -8.963, -0.415], [-13.343, -1.369, -5.795], [-9.254, -8.382, -11.346], [-14.869, 0.645, -7.953], [-9.584, 5.056, 2.180], [-10.587, 0.471, -4.163], [-9.066, 7.232, 6.049], [-20.291, 0.042, -8.504], [-20.433, 4.121, -3.611], [-3.359, 0.310, -1.609], [-14.647, 7.992, -3.255], [-10.565, -2.019, -8.467], [-21.478, 2.523, -7.075], [-21.343, 2.668, -4.247], [-10.721, 6.371, -13.915], [-4.883, -3.891, 4.140], [-13.420, 2.763, -9.328], [-14.812, 8.592, -11.086], [-15.383, -2.981, 3.291], [-5.387, -1.988, 3.093], [-14.938, 6.831, -17.199], [-10.849, 4.423, 3.402], [-11.831, -0.449, -9.995], [-11.657, 7.610, -16.459], [-11.224, 8.033, -13.992], [-13.465, 12.649, -1.912], [-15.442, -7.573, 0.660], [-21.492, -0.132, -7.167], [-13.407, 0.025, -4.710], [-11.197, -10.181, -11.399], [-11.696, 2.570, -9.445], [-9.970, 7.245, 2.770], [-14.426, 0.193, -9.526], [-10.448, 6.997, 7.250], [-3.567, -4.558, 5.904], [-16.365, 9.578, -2.517], [-3.664, 7.468, -9.619], [-11.158, 5.964, -16.360], [-6.549, -1.431, 2.135]], "mulliken_charge": [-0.124, -0.179, -0.143, -0.136, -0.141, -0.156, 1.125, 1.095, 1.082, 1.120, -0.579, -0.520, -0.584, -0.576, -0.593, -0.537, -0.213, -0.536, -0.572, -0.542, -0.359, -0.573, -0.574, -0.581, -0.564, -0.601, -0.337, -0.229, -0.589, -0.560, -0.302, -0.594, -0.543, 0.725, 0.508, -1.152, -1.291, -0.160, -0.317, 0.259, -0.213, -0.854, -0.523, -0.074, -0.658, -0.402, -0.244, 0.415, 0.214, -0.864, -0.331, -0.313, -0.352, 0.282, 1.205, -0.349, -0.177, -0.194, -0.930, -1.521, 0.212, -1.489, -0.652, -0.534, -0.317, -1.616, 0.368, -0.380, 1.204, -0.425, -1.170, -1.326, -0.352, 0.520, -0.158, -0.220, 0.558, -0.292, -0.365, -0.515, -0.010, -0.380, -0.645, -0.236, -0.846, -1.345, 0.360, -1.260, -1.679, -0.195, -0.582, 0.345, 0.415, 0.415, 0.297, 0.325, 0.383, 0.308, 0.406, 0.367, 0.395, 0.378, 0.330, 0.425, 0.307, 0.381, 0.404, 0.342, 0.348, 0.466, 0.313, 0.429, 0.305, 0.417, 0.319, 0.370, 0.399, 0.530, 0.413, 0.306, 0.377, 0.380, 0.412, 0.306, 0.395, 0.359, 0.387, 0.370, 0.338, 0.379, 0.244, 0.371, 0.330, 0.490, 0.350, 0.319, 0.368, 0.473, 0.376, 0.446, 0.306, 0.276, 0.388, 0.377, 0.423, 0.401, 0.298, 0.311, 0.310, 0.190, 0.396, 0.446, 0.400, 0.330, 0.315, 0.350, 0.561, 0.284, 0.306, 0.393, 0.355, 0.319, 0.448, 0.373, 0.421, 0.278, 0.426, 0.306, 0.356, 0.354, 0.373, 0.434, 0.380], "homo_ev": -11.3, "total_charge": 1, "orbital_gap_ev": 4.3, "energy_ev": -572592.04964}


{"formula": "C9H36FeO17S2", "method": "ωB97M-V/def2-TZVPD", "elements": ["Fe", "S", "S", "O", "O", "O", "O", "O", "O", "O", "O", "O", "O", "O", "O", "O", "O", "O", "O", "O", "C", "C", "C", "C", "C", "C", "C", "C", "C", "H", "H", "H", "H", "H", "H", "H", "H", "H", "H", "H", "H", "H", "H", "H", "H", "H", "H", "H", "H", "H", "H", "H", "H", "H", "H", "H", "H", "H", "H", "H", "H", "H", "H", "H", "H"], "positions_angstrom": [[1.882, 0.583, -0.819], [2.952, 2.100, -2.813], [-0.389, -0.254, 0.383], [2.414, 2.007, 0.613], [-0.830, 3.343, -2.983], [1.656, -0.942, -2.275], [0.999, 0.884, 3.537], [-0.147, 0.733, -0.742], [-2.557, -0.587, 3.563], [1.072, -0.610, 0.567], [3.549, 1.083, -1.828], [-3.490, -2.981, -0.227], [-1.881, 3.036, 1.739], [-0.910, 0.436, 1.563], [-1.211, -1.372, -0.039], [3.628, -0.505, 0.153], [2.918, 1.594, -4.162], [1.543, 2.017, -2.172], [-0.152, -3.824, 0.534], [3.521, 3.410, -2.658], [3.748, -1.485, 1.195], [-3.318, -1.640, 2.999], [0.691, -0.797, -3.340], [-1.699, 2.275, -3.292], [-3.267, -3.777, -1.369], [0.404, 1.382, 4.740], [1.457, 3.047, 0.931], [0.513, -4.238, -0.629], [-2.282, 3.124, 0.382], [-2.794, 4.076, 0.251], [1.133, 2.034, 5.224], [-2.962, 2.307, 0.118], [-1.711, 1.511, -2.512], [0.144, 0.555, 5.400], [0.426, 0.246, -3.450], [-2.758, -4.715, -1.105], [0.842, 3.200, 0.050], [4.487, -0.086, 0.047], [-1.424, 1.801, -4.248], [2.760, -1.645, 1.618], [-1.434, 3.103, -0.309], [-4.003, -1.300, 2.217], [2.965, 1.852, 1.385], [-0.215, -1.344, -3.064], [-1.986, -0.239, 2.865], [0.050, 2.981, -2.805], [0.270, 0.745, 2.917], [1.127, -1.198, -4.251], [-2.667, -2.410, 2.571], [4.136, -2.428, 0.808], [-2.757, -2.360, -0.150], [-4.221, -4.022, -1.836], [-2.679, 2.719, -3.466], [2.077, -1.800, -2.368], [4.388, -1.101, 1.992], [0.851, 2.765, 1.787], [-3.893, -2.092, 3.808], [-0.465, 2.003, 4.515], [-1.413, 2.205, 1.865], [1.995, 3.973, 1.135], [-2.613, -3.259, -2.080], [-0.079, -4.083, -1.539], [0.694, -5.315, -0.564], [1.492, -3.745, -0.721], [-0.572, -2.974, 0.342]], "lowdin_spin": [4.274, 0.005, 0.010, 0.051, 0.001, 0.043, 0.000, 0.111, 0.000, 0.098, 0.140, 0.000, 0.000, 0.010, 0.011, 0.037, 0.014, 0.154, 0.000, 0.017, 0.004, 0.000, 0.003, 0.000, 0.000, 0.000, 0.003, 0.000, 0.000, 0.000, 0.000, 0.000, 0.000, 0.000, 0.000, 0.000, 0.000, 0.000, 0.000, 0.000, 0.000, 0.000, 0.003, 0.000, 0.000, 0.001, 0.000, 0.001, 0.000, 0.001, 0.000, 0.000, 0.000, 0.003, 0.001, 0.000, 0.000, 0.000, 0.000, 0.001, 0.000, 0.000, 0.000, 0.000, 0.000], "homo_ev": [-7.1, -7.1], "spin_multiplicity": 6, "e_above_lowest_ev": 0.0000, "total_charge": -1, "orbital_gap_ev": [9.3, 8.4], "energy_ev": -100784.52458}


Please write out number 1 again, unchanged.
{"formula": "C5H9IN3", "method": "ωB97M-V/def2-TZVPD", "elements": ["I", "N", "N", "N", "C", "C", "C", "C", "C", "H", "H", "H", "H", "H", "H", "H", "H", "H"], "positions_angstrom": [[2.025, -0.523, 2.504], [-0.549, 0.187, -0.804], [-0.744, 0.623, 1.435], [0.996, -0.728, 0.713], [-1.852, 1.541, 1.273], [0.086, 0.007, -1.982], [0.587, -0.081, -3.066], [1.598, -1.626, -0.257], [-0.077, 0.030, 0.446], [-1.619, 2.309, 0.533], [-2.026, 2.037, 2.224], [1.039, -0.185, -4.008], [-1.468, 0.609, -0.891], [0.831, -2.037, -0.911], [-0.479, 0.391, 2.382], [-2.771, 1.020, 0.991], [2.066, -2.452, 0.276], [2.357, -1.122, -0.858]], "mulliken_charge": [0.261, -0.220, -0.123, -0.453, -1.068, -0.104, -0.273, -0.948, 0.951, 0.396, 0.322, 0.444, 0.246, 0.442, 0.114, 0.362, 0.285, 0.366], "homo_ev": -13.3, "e_above_lowest_ev": 2.3008, "total_charge": 1, "smiles": "C#C/[NH+]=C(/NC)N(C)I", "orbital_gap_ev": 8.6, "energy_ev": -17892.95408}